# 1
{
  "formula": "C13H16BF3NO6PdS",
  "method": "wB97M-V/def2-TZVPD",
  "relative_energy_kcal_mol": 8.2,
  "total_charge": -1,
  "species": ["Pd", "O", "C", "O", "C", "C", "C", "C", "C", "C", "H", "H", "H", "H", "H", "B", "C", "N", "H", "H", "H", "F", "C", "F", "F", "S", "O", "O", "O", "C", "C", "C", "O", "C", "H", "H", "H", "H", "H", "H", "H", "H"],
  "coordinates": [[1.18199, -0.88839, -1.40208], [3.33881, -2.66736, -0.97117], [2.70503, -2.57814, 0.06879], [1.68114, -1.79267, 0.25437], [3.06826, -3.39339, 1.28049], [4.18747, -4.21461, 1.21924], [4.55152, -4.97930, 2.31678], [3.79605, -4.92593, 3.48099], [2.67552, -4.10844, 3.54337], [2.31071, -3.34310, 2.44529], [4.75598, -4.23668, 0.29904], [5.42350, -5.61949, 2.26556], [4.07858, -5.52429, 4.33858], [2.08140, -4.07067, 4.44786], [1.43393, -2.71094, 2.47272], [-3.26145, -2.20007, -0.67539], [-1.75247, -1.81856, -0.95372], [-0.65324, -1.54008, -1.15556], [-3.82989, -1.18168, -0.33814], [-3.26239, -3.02719, 0.21351], [-3.71872, -2.64900, -1.70552], [2.35888, -0.87394, -5.78027], [2.82129, -1.02384, -4.53540], [2.38606, -2.18283, -4.06072], [4.15313, -1.04536, -4.58147], [2.25715, 0.39169, -3.48678], [0.83308, 0.06942, -3.20343], [2.49396, 1.54995, -4.27959], [3.00670, 0.23068, -2.23461], [2.46118, 2.55850, 1.44589], [1.28266, 2.17334, 2.33799], [0.57814, 1.13648, 1.47307], [0.79352, 1.54815, 0.11947], [1.81769, 2.54187, 0.06401], [3.24085, 1.79597, 1.50413], [2.90180, 3.52441, 1.69253], [0.63425, 3.03762, 2.50208], [1.58132, 1.77581, 3.30776], [-0.49677, 1.07741, 1.64653], [1.00778, 0.14073, 1.61596], [1.36417, 3.51067, -0.17448], [2.51778, 2.27858, -0.72888]],
  "forces_ev_per_a": [[-0.035, 0.101, -0.231], [-0.045, -0.035, 0.031], [-0.061, 0.081, 0.075], [0.216, -0.150, 0.157], [0.031, 0.008, 0.030], [0.014, 0.001, 0.011], [-0.002, -0.001, 0.002], [-0.005, 0.006, -0.001], [0.001, -0.002, 0.001], [-0.003, -0.015, -0.012], [-0.003, -0.002, -0.002], [0.002, 0.002, -0.001], [0.000, 0.000, 0.000], [0.000, -0.003, 0.001], [0.001, 0.005, 0.002], [-0.036, -0.026, 0.023], [0.024, -0.022, -0.016], [0.012, 0.010, 0.083], [0.014, -0.001, -0.007], [0.009, 0.009, -0.010], [0.012, 0.008, 0.004], [-0.021, 0.000, -0.002], [-0.036, 0.065, 0.005], [0.022, -0.013, 0.025], [0.039, 0.013, -0.018], [-0.042, -0.087, -0.143], [0.092, 0.177, -0.171], [0.044, 0.044, 0.095], [-0.252, -0.175, 0.089], [0.002, -0.013, -0.010], [-0.013, 0.011, -0.008], [-0.011, -0.038, 0.027], [0.012, 0.039, -0.048], [0.039, -0.018, 0.032], [0.001, 0.002, 0.002], [0.001, 0.001, -0.001], [0.005, 0.002, 0.007], [-0.001, -0.005, -0.003], [-0.004, 0.012, -0.007], [-0.003, 0.004, -0.009], [-0.009, 0.002, 0.009], [-0.011, 0.003, -0.012]]
}

# 2
{
  "formula": "C13H16ClIMnN2",
  "method": "wB97M-V/def2-TZVPD",
  "multiplicity": 4,
  "total_charge": 2,
  "energy_ha": -2522.59781,
  "species": ["C", "C", "H", "H", "H", "H", "H", "H", "C", "C", "C", "C", "H", "H", "H", "H", "N", "C", "C", "N", "C", "C", "C", "H", "H", "C", "H", "H", "Mn", "I", "Cl", "C", "H", "H"],
  "coordinates": [[0.43612, 1.35947, 2.77711], [0.45636, -1.34018, 2.84697], [1.46960, 1.74963, 2.79478], [0.20314, 0.98723, 3.77974], [-0.23857, 2.18513, 2.51670], [0.60626, -2.33793, 2.42378], [1.29562, -1.08827, 3.51030], [-0.47237, -1.34391, 3.43086], [0.36306, 2.65364, -0.27471], [0.45127, 3.43797, -1.43251], [0.36562, 2.84058, -2.68808], [0.19800, 1.46173, -2.75979], [0.45731, 3.05330, 0.72184], [0.58973, 4.50701, -1.31080], [0.42869, 3.43429, -3.60923], [0.13505, 0.93220, -3.70796], [0.19125, 1.30778, -0.34024], [0.10315, 0.69298, -1.57346], [-0.03858, -0.74172, -1.56317], [-0.01744, -1.34920, -0.32643], [-0.11708, -2.70479, -0.24681], [-0.29224, -2.90323, -2.65312], [-0.25483, -3.49635, -1.39414], [-0.06319, -3.10967, 0.74865], [-0.33433, -4.57162, -1.26019], [-0.17750, -1.51845, -2.74064], [-0.20550, -0.99107, -3.69121], [-0.40977, -3.50174, -3.56538], [0.70295, -0.03548, 1.39853], [2.98703, -0.16879, 0.94007], [-2.38410, 0.28966, 3.26073], [-2.15121, 0.10476, 1.65837], [-3.13126, 0.11505, 1.19955], [-1.15228, 0.08999, 1.12989]],
  "forces_ev_per_a": [[0.858, 0.657, 0.590], [0.542, -0.613, 0.547], [-0.397, 0.112, 0.185], [0.167, 0.060, -0.311], [0.078, -0.264, -0.208], [0.153, 0.137, 0.092], [-0.301, -0.358, 0.011], [0.326, 0.176, -0.272], [-0.060, -1.002, -1.256], [-0.046, -0.099, 0.652], [-0.030, -0.057, 0.051], [-0.177, -0.879, 0.880], [0.007, 0.268, -0.037], [-0.008, -0.119, -0.142], [0.002, -0.253, 0.507], [0.065, 0.428, 0.142], [-0.016, 0.023, -0.590], [0.395, 2.703, 0.267], [-0.263, -2.659, 0.214], [0.002, -0.163, -0.492], [0.029, 1.150, -1.340], [0.013, 0.174, 0.000], [0.007, 0.014, 0.692], [-0.066, -0.275, -0.004], [0.020, 0.170, -0.155], [0.043, 0.793, 0.908], [-0.001, -0.426, 0.133], [0.076, 0.240, 0.497], [-1.728, 0.030, -1.283], [2.371, -0.156, -0.068], [0.254, -0.204, -1.188], [-0.411, 0.663, 1.783], [0.178, -0.250, -1.060], [-2.083, -0.024, 0.254]]
}

# 3
{
  "formula": "C13H16CuN6O6",
  "method": "wB97M-V/def2-TZVPD",
  "multiplicity": 2,
  "energy_ha": -2925.51659,
  "species": ["Cu", "N", "N", "C", "O", "O", "H", "H", "H", "C", "N", "C", "C", "C", "O", "N", "C", "O", "H", "H", "H", "H", "H", "O", "C", "N", "C", "O", "C", "C", "C", "C", "N", "C", "H", "H", "H", "H", "H", "H", "H", "H"],
  "coordinates": [[-1.80686, 0.50329, -0.99604], [-3.88767, 0.49075, -0.91795], [-4.28795, 1.11888, -2.11389], [-3.32186, 1.25887, -3.14130], [-3.78609, 1.54869, -4.22341], [-2.11260, 1.06870, -2.79753], [-4.08133, -0.51341, -0.81774], [-4.22645, 0.97751, -0.07697], [-5.27390, 1.00725, -2.36112], [-0.67564, 3.26309, 3.13409], [-1.05665, 1.89515, 2.69440], [-0.78140, 0.84701, 3.47270], [-0.92575, -0.43864, 3.10526], [-1.35978, -0.75171, 1.73411], [-1.49305, -1.85598, 1.28869], [-1.55123, 0.36743, 0.91861], [-1.38025, 1.68118, 1.36618], [-1.53909, 2.64229, 0.59991], [-0.10946, 3.08758, 4.04579], [-1.58726, 3.84809, 3.25009], [-0.06096, 3.71093, 2.37461], [-0.51490, 1.09402, 4.48487], [-0.63936, -1.25216, 3.73892], [4.47712, -4.47946, 0.39304], [3.20750, -4.14682, -0.07066], [2.91188, -2.72549, 0.00969], [2.98751, -1.98563, -1.11546], [3.62396, -2.34472, -2.08796], [2.25430, -0.67808, -1.14900], [2.90081, 0.42780, -1.71256], [2.12019, 1.54137, -1.95191], [0.76284, 1.49276, -1.73754], [0.14878, 0.41111, -1.25459], [0.90223, -0.64052, -0.94528], [5.05660, -4.74466, -0.33195], [2.47421, -4.67000, 0.53561], [3.10426, -4.41593, -1.10421], [2.46687, -2.28125, 0.79790], [3.93576, 0.35932, -2.05501], [2.51402, 2.44530, -2.40531], [0.17536, 2.38912, -1.98755], [0.43529, -1.55302, -0.58952]],
  "forces_ev_per_a": [[-0.564, 0.394, -0.033], [0.464, 0.005, 0.595], [-0.684, -0.492, 1.079], [-1.646, -0.037, -0.436], [0.432, 0.191, -0.449], [0.892, -0.247, 0.359], [-0.329, 0.411, -0.358], [0.265, -0.183, -0.620], [0.803, 0.062, -0.212], [-0.674, -1.259, -0.266], [0.280, 1.251, -0.963], [-0.153, -1.546, 1.108], [-0.010, 0.187, -0.756], [0.532, 2.565, 0.490], [-0.236, -1.981, -0.745], [0.123, 1.193, 1.392], [-0.601, -0.677, -0.875], [0.208, -0.648, 0.273], [-0.163, 0.579, 0.109], [0.243, 0.143, 0.286], [0.262, 0.230, -0.250], [0.301, 0.028, 0.224], [-0.107, -0.174, 0.343], [0.611, -0.222, 0.273], [-0.155, 0.337, 0.482], [-0.407, 0.046, -0.049], [0.597, 0.151, -0.131], [-0.055, 0.045, -0.257], [1.112, 0.188, -0.708], [-0.337, -0.217, -0.181], [0.632, 0.289, -0.388], [-0.517, 0.657, 0.020], [0.344, 0.415, -0.260], [-0.209, -0.613, 0.229], [-0.236, 0.270, 0.063], [-0.089, -0.057, 0.104], [-0.213, -0.155, -0.481], [-0.043, -0.501, 0.159], [-0.276, 0.044, 0.374], [0.127, -0.158, 0.132], [-0.078, -0.765, 0.208], [-0.448, 0.249, 0.114]]
}

Number 1: largest force on an atom 0.32 eV Å⁻¹. Number 2: largest force on an atom 2.75 eV Å⁻¹. Number 3: largest force on an atom 2.67 eV Å⁻¹.